The following is a DFT calculation (ωB97M-V with the def2-TZVPD basis set) of a structure of composition C12H17CdIN2 at a distorted geometry.

The geometry in XYZ format:
```
33
Properties=species:S:1:pos:R:3:forces:R:3
I -1.051461 -0.877670 -4.029749 -0.1 0.2 0.5
Cd -1.779324 -1.749595 -1.359283 3.3 0.6 -1.4
N -0.299666 0.633869 0.269662 -0.4 0.4 0.7
N 1.731146 0.787615 -1.709172 0.0 -0.6 -1.1
C 2.422346 2.470187 2.062975 0.2 0.0 -0.2
C 1.960480 1.263735 -0.465688 0.2 0.3 0.7
C -2.281038 -3.740023 -1.114867 -1.3 -0.3 0.8
C 3.220415 1.804717 -0.129062 -1.1 -0.3 -0.1
C 0.887057 1.233066 0.518454 1.3 1.0 0.9
C 0.098298 2.041242 2.714691 -0.5 -0.1 0.0
C -1.226188 0.790892 1.210486 0.2 -0.2 -0.6
C 0.696153 -2.592998 -0.955387 2.7 -0.8 0.8
C 1.150193 1.906963 1.779450 0.2 -0.2 -0.6
C 3.433841 2.405756 1.114904 -0.8 0.0 1.0
C -1.131701 1.500018 2.412553 0.9 0.3 0.2
C -3.257319 -0.355317 -0.995405 -3.3 0.1 1.0
H 2.538131 2.956679 3.045187 0.2 -0.2 -0.7
H 1.333483 -1.716300 -0.716309 -1.2 0.2 -0.3
H -1.872440 -4.108499 -0.189792 0.1 -0.5 0.0
H 0.771595 -3.255842 -0.066811 -1.0 0.4 -0.4
H -3.673330 0.453744 -1.580059 0.6 0.1 -0.5
H -2.162011 0.330304 1.002698 -0.1 -0.2 0.2
H -4.009652 -1.176384 -0.976671 0.1 0.5 -0.4
H 4.384525 2.853125 1.361267 0.2 0.0 -0.1
H -2.177468 -4.361677 -1.997279 0.3 0.0 0.1
H 2.514892 0.658091 -2.335430 -0.3 0.1 0.2
H 0.279448 2.595236 3.642533 -0.1 -0.2 -0.3
H 0.823368 0.512143 -2.077330 0.3 0.1 0.5
H -3.264990 -0.071222 0.059882 0.4 0.0 -0.5
H 1.263788 -3.128314 -1.744354 -1.2 0.3 -0.2
H -2.005699 1.588206 3.061519 0.4 -0.1 -0.2
H -3.335365 -3.445351 -0.947328 0.2 -0.8 -0.1
H 4.018494 1.793605 -0.866284 -0.2 0.0 0.0
```
Positions in Å, forces in eV/Å.

Energy above the lowest of the compared OMol25 structures with the same formula, charge and spin   8.6 kcal/mol
Spin multiplicity   1
Calculated total energy   -1042.20515 hartree
Total charge   0
HOMO level (spin up / spin down)   -7.56 / -7.56 eV
Kohn-Sham gap (spin up / spin down)   6.06 / 4.33 eV

---

The following is a DFT calculation (ωB97M-V with the def2-TZVPD basis set) of a structure of composition C12H17ClIrO3 at a distorted geometry.

The geometry in XYZ format:
```
34
Properties=species:S:1:pos:R:3:forces:R:3
Ir 0.359877 -0.583776 -0.271957 -1.6 -0.9 2.4
Cl -2.185872 -0.436896 0.205440 0.5 0.2 -0.3
O 1.941051 0.807472 1.925387 -1.7 -1.9 -1.6
O -0.622640 2.016480 1.334402 -0.9 1.0 0.7
O -0.222930 -2.782102 1.762964 1.0 2.8 -2.3
C 0.882588 0.776104 -2.088289 1.0 -0.1 -1.6
C -2.733035 3.027876 0.491187 -0.5 0.1 0.5
C 0.020837 -1.979226 0.964618 -2.0 -5.9 4.1
C -0.298279 -1.187814 -2.411481 0.2 0.1 -1.8
C -1.613652 1.050966 -2.774465 0.0 -0.1 0.3
C -0.408182 0.247381 -2.424269 0.0 0.1 -0.3
C -1.188025 1.762416 2.624283 -0.6 -1.7 0.3
C 1.803764 -0.323829 -1.925971 -0.3 1.3 -1.4
C 1.323666 0.313695 1.080727 3.8 4.3 3.2
C -0.787673 2.819384 3.634651 0.4 1.1 0.1
C -1.225065 3.090772 0.612751 0.2 -0.3 -1.4
C 1.069520 -1.544698 -2.168151 -0.5 0.1 -1.0
H -1.646205 1.245897 -3.855582 0.1 -0.1 0.2
H -1.127430 -1.860465 -2.604040 0.2 0.0 0.0
H -0.760090 3.036693 -0.383397 0.1 0.2 0.5
H -3.212755 3.161576 1.466406 -0.1 0.1 -0.3
H -0.986099 2.455652 4.645057 -0.1 -0.2 -0.2
H -1.591698 2.019101 -2.263045 0.0 -0.1 -0.2
H 2.868333 -0.241393 -1.717746 -0.3 0.0 0.0
H 1.487706 -2.544422 -2.181689 -0.1 0.1 0.1
H -2.285039 1.679639 2.540921 0.4 0.2 -0.1
H 0.280168 3.049307 3.547393 -0.2 -0.1 0.1
H -3.061217 3.844801 -0.158476 0.1 -0.1 0.1
H -1.365487 3.737063 3.475654 0.1 -0.1 0.1
H 1.105446 1.838304 -2.014256 0.1 -0.3 0.0
H -3.048701 2.070744 0.060258 0.1 0.2 0.0
H -0.924407 4.040616 1.093114 0.1 -0.2 0.2
H -2.526268 0.520017 -2.490148 0.1 0.1 -0.1
H -0.814408 0.773565 2.920248 0.1 0.3 -0.2
```
Positions in Å, forces in eV/Å.

Spin multiplicity   6
Calculated total energy   -1256.78768 hartree
Total charge   +2
HOMO level (spin up / spin down)   -13.36 / -17.63 eV
Kohn-Sham gap (spin up / spin down)   6.84 / 5.77 eV

---

The following is a DFT calculation (ωB97M-V with the def2-TZVPD basis set) of a cluster of 3 separate species, C12H17FN2O2 in total at a distorted geometry.

The geometry in XYZ format:
```
34
Properties=species:S:1:pos:R:3:forces:R:3
F -0.674441 -1.362954 2.636954 0.3 0.9 -2.0
O -3.481167 0.936453 -2.367310 0.1 0.0 0.0
O 4.552186 0.132692 3.925230 0.1 0.1 0.1
N 0.902529 1.929590 -0.829360 0.5 -0.5 3.4
N 0.821842 0.973043 2.069914 1.2 2.3 -3.3
C -0.598243 0.056265 -1.421398 -0.6 -1.4 1.0
C 4.804814 -1.155989 3.375745 -0.4 0.2 -0.2
C -1.345444 -1.622124 0.314235 1.1 1.8 0.1
C 1.524716 2.074506 1.610034 -0.7 -1.0 -0.4
C -5.181669 0.234268 -3.932328 0.0 -0.1 -0.1
C 0.171963 0.348706 1.012878 -0.9 -1.2 0.3
C -1.360104 -1.135762 -1.113336 2.2 2.1 1.9
C 0.192640 0.816803 -0.387505 -1.2 -1.4 -0.8
C -4.350230 -0.135029 -2.718801 -0.3 0.5 0.0
C 1.574345 2.525211 0.192484 -0.7 -0.8 0.3
C 4.660545 -1.123877 1.866775 0.1 0.0 -0.1
C -0.622581 -0.894690 1.329538 -0.7 -0.3 -2.1
H -1.904694 -2.537034 0.618099 0.6 0.9 -0.3
H -4.536057 0.471192 -4.780638 0.0 -0.1 0.1
H 4.103681 -1.870392 3.819151 0.1 -0.2 -0.1
H 2.195555 3.424972 -0.051262 -0.7 -1.0 0.2
H -4.032011 1.704140 -2.172288 0.1 -0.1 0.0
H -3.734812 -1.009824 -2.930719 0.1 0.1 0.1
H 3.651439 0.380684 3.681672 0.1 -0.1 0.1
H 5.817548 -1.447917 3.657092 -0.1 0.1 0.1
H 2.101073 2.672717 2.366069 -0.7 -0.7 -0.8
H -5.784749 1.123772 -3.731413 -0.1 -0.1 0.0
H -4.992233 -0.363554 -1.861788 0.0 -0.2 -0.1
H -1.896876 -1.672772 -1.927388 0.5 0.5 1.0
H -0.599678 0.421763 -2.484262 0.1 -0.2 1.4
H -5.847523 -0.584313 -4.214016 0.0 0.1 0.0
H 5.354311 -0.401417 1.430858 0.0 -0.1 0.1
H 4.859607 -2.106135 1.432770 -0.1 0.0 0.0
H 3.653720 -0.802992 1.584314 0.0 -0.2 0.0
```
Positions in Å, forces in eV/Å.

Spin multiplicity   1
Calculated total energy   -827.22534 hartree
Total charge   0
HOMO level   -8.82 eV
Kohn-Sham gap   8.13 eV